9
Properties=species:S:1:pos:R:3:forces:R:3:lowdin_charge:R:1 method="wB97M-V/def2-TZVPD" gap_ha="0.352 / 0.232" homo_energy_ev="-9.370 / -8.232" e_lumo_ev="0.195 / -1.911" de_lowest_kj_mol=327.9 e_tot_ha=-937.43330
C 2.5398 -0.1431 -0.0771 1.81 -2.67 0.82 -0.642
C -2.9018 0.1679 0.0541 -1.37 0.76 -3.05 -0.510
S 1.0218 -0.0652 0.7364 -1.34 -0.13 0.64 0.568
Cl -4.5145 0.6474 0.1809 0.28 -0.05 -0.11 0.558
H 3.3958 -0.0120 0.6667 -0.87 0.22 -1.64 0.048
H 2.4448 0.4161 -0.9588 0.60 1.65 -0.97 -0.011
H 2.6681 -1.1597 -0.6054 -0.22 0.93 1.15 0.066
H -2.3485 -0.0710 0.8351 1.70 -1.01 4.03 -0.078
H -2.3055 0.2198 -0.8319 -0.58 0.30 -0.86 0.000